No. 1
Here is a 12-piece molecular cluster, C64H162N10O24 overall from the Open Molecules 2025 dataset. Energies are from ωB97M-V/def2-TZVPD.

```
260
Properties=species:S:1:pos:R:3:mulliken_charge:R:1
C -8.34440 -2.01429 -7.61605 -0.7192
O -8.10507 -1.49448 -6.31533 -0.2734
C -7.71362 -0.04237 -6.46271 -0.5870
C -6.89100 0.41202 -5.25171 -0.1749
N -6.72566 1.88200 -5.20127 -0.3523
C -6.15992 2.36774 -3.99020 -0.5030
C -4.63775 2.33204 -4.04095 -0.4035
O -4.30835 1.02498 -3.68670 0.1941
C -2.88884 1.00411 -3.69464 -0.4812
H -7.48487 -1.76308 -8.21321 0.3265
H -9.17885 -1.43002 -8.02848 0.3023
H -8.57587 -3.07358 -7.46842 0.2266
H -8.72971 0.41034 -6.48629 0.3254
H -7.16039 0.02052 -7.43453 0.3638
H -5.89515 0.00804 -5.37147 0.0476
H -7.38033 0.11956 -4.34132 0.2387
H -7.52316 2.41059 -5.37646 0.3021
H -6.37382 1.89357 -3.00371 0.0134
H -6.47911 3.44867 -3.84686 0.4332
H -4.26291 2.99473 -3.22236 0.0794
H -4.22573 2.68508 -5.03280 0.3164
H -2.47092 0.85655 -4.75416 0.2331
H -2.54064 0.24322 -3.03582 -0.0728
H -2.47613 1.97021 -3.32909 0.3382
C 1.32795 2.53640 4.95889 0.2904
O -0.01427 2.29581 4.55026 -0.5934
C -0.16388 1.40097 3.49703 1.6502
C -1.73270 1.27179 3.29183 -0.9094
N -2.33414 0.48962 4.37708 0.3201
C -3.76414 0.32079 4.07655 -0.0270
C -4.51461 -0.19260 5.26148 -0.8151
O -4.42952 0.81010 6.23835 -0.3705
C -5.16040 0.67535 7.40716 -0.9820
H 1.93018 2.60686 4.05412 -0.3639
H 1.67060 1.73800 5.63717 -0.1461
H 1.47722 3.45876 5.58850 0.3025
H 0.27099 0.41563 3.78232 -0.5998
H 0.25775 1.77029 2.51822 -0.1376
H -1.91683 0.66896 2.34445 -0.6528
H -2.15654 2.28046 3.20221 0.6136
H -2.26708 1.09615 5.16253 0.2889
H -3.94639 -0.36806 3.26297 -0.0156
H -4.28021 1.31532 3.76354 0.1131
H -4.06028 -1.13835 5.65596 0.0681
H -5.56513 -0.40577 5.11933 0.6568
H -4.95715 1.52900 7.99148 0.3746
H -5.00627 -0.18718 8.06818 0.3474
H -6.26258 0.71928 7.19904 0.2954
C 4.83106 2.70428 3.53972 -0.5061
O 4.68718 1.72753 4.59224 -0.2292
C 4.34402 0.47526 4.06531 0.6862
C 4.25455 -0.36830 5.30824 -1.6325
N 3.52571 0.28252 6.42247 0.2547
C 3.71301 -0.37332 7.72054 -0.6730
C 5.06420 -0.01806 8.40265 -0.7261
O 5.10162 1.33787 8.79563 -0.3979
C 5.73913 2.25134 7.94706 -0.1397
H 5.37721 3.54809 4.02392 0.3215
H 3.89010 2.90846 2.99781 -0.0463
H 5.45547 2.17499 2.75381 0.2990
H 5.18369 0.06781 3.40907 0.2342
H 3.33982 0.48728 3.52100 -0.2287
H 5.31304 -0.64308 5.50618 0.3162
H 3.81189 -1.27740 5.06329 0.4115
H 3.88111 1.23771 6.55574 0.2055
H 3.58189 -1.43954 7.54251 0.4735
H 2.89548 -0.08931 8.43461 0.1731
H 5.85254 -0.28475 7.71933 0.3592
H 5.14482 -0.64457 9.31228 0.4180
H 5.58185 3.19746 8.42568 0.2856
H 5.34907 2.23380 6.93445 -0.0808
H 6.80284 1.93929 7.86283 0.2829
C 8.12859 1.88797 -1.13157 -0.9970
O 6.73550 1.83478 -1.26956 0.0017
C 6.36270 1.22407 -2.44202 -0.9399
C 4.83372 1.13490 -2.30820 2.0258
N 4.30483 0.44582 -3.46334 -0.3309
C 4.54024 -1.01029 -3.40590 0.3043
C 3.81138 -1.59458 -4.56203 -1.1137
O 2.44535 -1.23790 -4.73020 -0.4426
C 1.60623 -1.77878 -3.73644 -0.2362
H 8.64148 2.27053 -2.00689 0.3180
H 8.59233 0.94816 -0.81028 0.2154
H 8.28151 2.66446 -0.33814 0.2931
H 6.89662 0.26315 -2.62306 0.3350
H 6.66429 1.84891 -3.33696 0.3763
H 4.41031 2.13665 -2.12087 -0.2410
H 4.66767 0.68603 -1.38257 -1.4008
H 3.37669 0.74190 -3.82756 0.4523
H 4.20815 -1.46545 -2.45380 -0.3145
H 5.58632 -1.26574 -3.55043 0.3101
H 3.98513 -2.64000 -4.58652 0.5184
H 4.26544 -1.15738 -5.49826 0.3650
H 0.63482 -1.39818 -3.91193 0.2947
H 1.97731 -1.44964 -2.74860 -0.0549
H 1.55738 -2.89442 -3.82257 0.2163
C -1.37972 2.98659 -0.11863 -0.1330
O -1.13636 4.08906 -0.87732 -0.4233
C -1.48916 5.31429 -0.23116 -0.4904
C -1.26447 6.51147 -1.10101 -0.6919
N -2.29251 6.64950 -2.11078 -0.3597
C -2.00066 7.76563 -3.06022 -0.8025
C -3.15565 8.04059 -4.01253 -0.5714
O -3.42494 6.90768 -4.82367 -0.2409
C -4.27988 7.20664 -5.89234 -0.7877
H -0.57861 2.97706 0.67880 -0.0407
H -1.24853 2.13914 -0.75552 0.1912
H -2.33012 3.00718 0.41327 0.3394
H -0.95862 5.35329 0.73273 0.4203
H -2.55962 5.26615 -0.02653 0.2389
H -0.23658 6.44466 -1.55988 0.2997
H -1.20092 7.40411 -0.43549 0.4363
H -2.23795 5.82358 -2.64133 0.2076
H -1.13130 7.47828 -3.64699 0.3273
H -1.71261 8.57829 -2.42842 0.4672
H -2.89715 8.83124 -4.72859 0.4274
H -4.02072 8.37210 -3.50269 0.3642
H -3.97832 8.07722 -6.56318 0.3070
H -5.34057 7.27823 -5.61314 0.3043
H -4.22420 6.31067 -6.51802 0.2462
C 7.24584 -4.64667 -2.93050 -0.5768
O 7.22620 -5.21834 -1.59460 -0.3445
C 8.39555 -4.96337 -0.93075 -0.5297
C 8.67515 -3.42239 -0.64365 -0.9596
N 7.53000 -2.63459 -0.18424 0.1295
C 6.80929 -3.17835 0.94388 -1.1318
C 5.82903 -2.15803 1.39565 0.0706
O 4.88330 -1.97041 0.31572 -0.1541
C 4.07718 -0.89856 0.73784 0.4992
H 6.41126 -5.01398 -3.46087 0.2494
H 8.13457 -4.99484 -3.45541 0.3652
H 7.29330 -3.51910 -2.93017 0.1306
H 9.28590 -5.35410 -1.50223 0.3761
H 8.25095 -5.44688 0.00430 0.4079
H 9.24259 -3.01102 -1.48924 0.3361
H 9.38302 -3.38889 0.20558 0.4405
H 6.86226 -2.50565 -0.93162 -0.0457
H 7.51577 -3.38017 1.73359 0.5421
H 6.37278 -4.14730 0.67803 0.3471
H 6.22976 -1.14531 1.58853 0.2316
H 5.32569 -2.44320 2.34098 -0.0487
H 4.69935 0.05160 0.91339 0.0434
H 3.65049 -1.19752 1.72818 0.5946
H 3.24276 -0.72284 0.06692 -1.1036
C 2.09291 1.95163 -0.05011 -0.3492
O 3.23062 2.60166 0.32936 0.5904
C 3.00590 3.99867 0.55304 -0.3693
C 4.41406 4.61252 0.53539 -1.4520
N 5.32578 4.48586 -0.58286 -0.1063
C 4.75499 4.92936 -1.88716 -0.5173
C 5.61103 4.69029 -3.04023 -0.4982
O 6.87027 5.30827 -2.93137 -0.3967
C 7.69813 5.21286 -4.04552 -0.7433
H 1.35979 1.94269 0.74438 -0.2651
H 2.27091 0.93556 -0.28321 -0.5052
H 1.57441 2.47415 -0.87230 0.4947
H 2.54433 4.27881 1.49564 0.3600
H 2.38262 4.45589 -0.23146 0.3316
H 4.82407 4.36681 1.53772 0.2483
H 4.24078 5.67942 0.65471 0.6025
H 5.65705 3.54829 -0.63768 0.0895
H 4.66377 5.96339 -1.83597 0.8445
H 3.72430 4.53535 -2.09464 0.0796
H 5.01935 5.20296 -3.87594 0.3626
H 5.71080 3.60322 -3.31833 0.2275
H 7.14778 5.39863 -4.96403 0.3274
H 8.16334 4.20376 -4.04672 0.2128
H 8.53873 5.90062 -3.90393 0.2784
C -6.16194 -7.28451 -4.80360 -0.8571
O -5.32173 -6.31725 -5.29518 -0.1369
C -4.55006 -6.57267 -6.45097 -0.5859
C -3.54429 -5.35164 -6.49838 -0.8200
N -2.60075 -5.23743 -5.41447 -0.1222
C -1.64612 -6.36428 -5.30304 -0.6888
C -0.58924 -6.03623 -4.20458 -0.2089
O -1.23595 -5.88269 -2.97199 -0.3946
C -0.50925 -4.99759 -2.12459 -0.4573
H -7.01710 -7.52698 -5.43436 0.3303
H -6.53194 -6.93915 -3.85573 0.2478
H -5.67825 -8.26164 -4.57714 0.3051
H -5.11931 -6.54065 -7.34211 0.4175
H -4.06118 -7.55011 -6.33227 0.4043
H -4.18082 -4.48312 -6.48914 0.2581
H -2.94966 -5.36124 -7.49888 0.3879
H -3.15050 -5.27297 -4.56809 0.1545
H -1.14700 -6.53501 -6.26876 0.4514
H -2.21740 -7.29343 -5.00196 0.2305
H -0.07008 -5.07120 -4.43377 0.0629
H 0.18738 -6.79696 -4.14978 0.4019
H -0.05135 -4.12179 -2.64142 0.0640
H 0.32338 -5.50229 -1.61162 0.3210
H -1.19631 -4.62708 -1.37390 0.2364
C -1.91929 -0.05896 8.91010 -0.6688
O -1.24476 -1.04260 8.12264 -0.3914
C -0.29022 -0.52100 7.22151 -0.2342
C 0.31764 -1.64170 6.28092 -0.2127
N -0.54159 -2.13133 5.18204 0.0936
C -1.72729 -2.80704 5.69433 -0.9328
C -2.65314 -3.23934 4.52689 0.3153
O -3.92369 -3.70099 5.03181 -0.4615
C -4.76891 -3.98425 3.92601 -0.4449
H -2.62739 0.53379 8.32981 0.1803
H -1.13305 0.58856 9.37020 0.3386
H -2.38500 -0.55719 9.77052 0.2412
H 0.55527 -0.04443 7.73906 0.4585
H -0.80215 0.29075 6.64128 0.0149
H 0.69346 -2.46095 6.88898 0.5890
H 1.21591 -1.23864 5.78330 -0.4680
H -0.82638 -1.34563 4.57873 -0.0782
H -2.29801 -2.24341 6.42932 0.2371
H -1.45317 -3.71375 6.21354 0.5779
H -2.21998 -4.02945 3.90074 0.6092
H -2.88530 -2.39918 3.83146 -0.4357
H -5.74925 -4.28496 4.23357 0.3374
H -4.21969 -4.65951 3.21117 0.2898
H -4.87274 -3.09369 3.32613 -0.0159
C -6.83365 3.84971 0.62462 -0.6943
O -5.67199 3.15905 1.02469 -0.4087
C -5.16399 2.16585 0.22322 1.4856
C -6.09591 0.95295 0.04965 -0.8587
N -5.38171 -0.13465 -0.58024 0.6880
C -5.96381 -1.44433 -0.47330 -0.4010
C -5.30089 -2.31342 -1.49198 -0.4037
O -5.98344 -2.21778 -2.73325 -0.4181
C -5.43493 -2.92738 -3.85556 -0.9622
H -6.88952 3.94928 -0.49060 0.2172
H -6.75441 4.87108 1.02622 0.3159
H -7.81551 3.38677 0.90368 0.2596
H -4.15345 1.87919 0.60531 -1.1595
H -4.88631 2.72220 -0.74828 -0.1853
H -7.01536 1.25976 -0.54184 0.2673
H -6.41094 0.59380 1.07012 0.4596
H -5.34992 0.06599 -1.60035 -0.4330
H -7.10256 -1.53217 -0.52560 0.4052
H -5.69353 -1.89747 0.49247 0.0161
H -5.13978 -3.31708 -1.18737 0.8051
H -4.23429 -1.92263 -1.54579 -0.2049
H -5.33096 -3.96794 -3.64822 0.5298
H -4.45065 -2.54389 -4.12234 0.3239
H -6.03695 -2.72291 -4.74544 0.2596
C 2.38120 -3.57618 2.99967 -0.8058
C 1.82945 -4.11264 1.71584 -0.3344
O 1.83050 -3.22006 0.62492 -0.3877
O 1.69627 -2.33239 3.44789 0.3701
H 3.40330 -3.26472 2.89718 -0.0358
H 2.16510 -4.31825 3.81323 0.4482
H 0.82237 -4.42651 1.82022 0.4942
H 2.51343 -4.97542 1.58027 0.2590
H 2.34003 -2.43895 0.87360 -0.1168
H 0.80299 -2.44407 3.91616 0.0381
C -0.36250 -0.86326 0.11763 0.0577
C -1.77130 -0.96437 -0.41538 0.7106
O -2.71886 -0.55077 0.60154 0.4836
O 0.54438 -1.32926 -0.82627 0.7114
H -0.26680 -1.39422 1.02999 0.5471
H -0.19870 0.22429 0.42160 -1.1620
H -1.89021 -2.04345 -0.77135 0.1808
H -1.85275 -0.24712 -1.22575 -0.5856
H -3.57878 -0.46970 0.16858 -0.3535
H 0.75937 -2.24150 -0.63600 -0.0116
```

Energy: -4888.32716 hartree
Frontier orbital gap: 0.332 Ha
Charge: 0
Lowest unoccupied orbital energy: 0.598 eV

=====

No. 2
Here is C31H60BaN2OP2S2Se as an isolated structure from the Open Molecules 2025 dataset. Energies are from ωB97M-V/def2-TZVPD.

```
100
Properties=species:S:1:pos:R:3:mulliken_charge:R:1
Ba 0.26248 -1.60919 1.02990 1.3111
C 0.49968 -3.49769 6.46070 -1.6104
C 0.71598 -2.02009 6.12910 0.6243
C 2.16508 -1.66029 6.46140 -1.6495
P 0.26248 -1.60919 4.32910 -0.4121
C 0.52608 0.23301 4.35470 0.3917
C -0.39712 1.08471 3.49180 -1.9946
C 1.96028 0.52471 3.86220 -0.9749
C -1.54552 -2.05019 4.35690 0.6764
C -2.48482 -1.21149 3.49880 -0.9290
C -1.69752 -3.50469 3.86140 -1.0570
H 0.87328 -3.73149 7.46440 0.4635
H 1.01488 -4.15559 5.75230 0.3647
H -0.56312 -3.75559 6.46770 0.3311
H 0.05938 -1.42509 6.77550 0.3397
H 2.87058 -2.10799 5.75280 0.3864
H 2.43418 -2.00979 7.46490 0.4718
H 2.31748 -0.57729 6.46920 0.3245
H 0.43318 0.58891 5.38700 0.6131
H -0.53272 0.67021 2.48810 -0.4102
H 0.00278 2.09921 3.37260 0.7894
H -1.36942 1.21931 3.96760 0.6112
H 2.06738 0.29241 2.79520 -0.0537
H 2.72828 -0.04469 4.39010 0.3694
H 2.20238 1.58571 3.99430 0.4683
H -1.90662 -1.99499 5.39010 0.4783
H -2.08872 -1.03459 2.49420 -0.0366
H -2.71082 -0.25779 3.97760 0.3417
H -3.45652 -1.70709 3.38180 0.5511
H -1.45752 -3.58649 2.79380 -0.4908
H -2.72972 -3.84889 3.99440 0.5531
H -1.05532 -4.21489 4.38700 0.2995
O 0.26248 -1.60919 -1.69600 -1.0784
P 0.40538 -0.38999 -2.57970 1.5535
C 1.58878 -0.73529 -3.90410 0.7251
C 2.60198 -1.84979 -3.57710 -1.5239
C 3.84938 -1.34699 -2.86510 -0.1143
C 4.52878 -0.23459 -3.65300 -1.1125
C 3.56748 0.90011 -3.98300 -0.0171
C 2.28798 0.40251 -4.64820 -1.2660
C 0.72868 1.03141 -1.51050 3.7399
C 0.75558 2.43131 -2.13130 -0.5864
C 1.46798 3.47991 -1.27210 -1.2929
C 1.28618 3.21011 0.21400 0.6263
C 1.85478 1.85001 0.61820 0.4526
C 1.88628 0.83411 -0.52670 -1.1203
C -1.23432 -0.08139 -3.34840 -0.0566
C -1.30342 0.97211 -4.46270 -0.7851
C -1.43452 0.36911 -5.85680 -0.7777
C -2.68012 -0.50549 -5.99250 -0.7143
C -3.09712 -1.17709 -4.68550 -0.9226
C -1.90962 -1.40509 -3.76130 -0.8507
H 0.93398 -1.19889 -4.65230 0.2147
H 2.91368 -2.32339 -4.51810 0.5184
H 2.13418 -2.64099 -2.98270 0.4600
H 4.55278 -2.17729 -2.73270 0.3918
H 3.59078 -0.99839 -1.86220 -0.0812
H 4.93308 -0.64729 -4.58580 0.3741
H 5.38058 0.15561 -3.08460 0.4255
H 4.06688 1.61371 -4.64910 0.4707
H 3.32988 1.45241 -3.07270 -0.2349
H 2.56288 0.03341 -5.64650 0.6070
H 1.61218 1.23831 -4.82770 0.3054
H -0.17182 1.02331 -0.87660 -2.9151
H -0.27962 2.75541 -2.29680 0.3881
H 1.22478 2.42801 -3.11380 -0.0716
H 1.09118 4.47751 -1.52490 0.5775
H 2.53898 3.48111 -1.51080 0.2973
H 0.21648 3.24311 0.45650 -1.3890
H 1.76328 3.99951 0.80580 0.7290
H 1.26048 1.45331 1.45030 -1.3262
H 2.87388 1.97391 1.00450 0.5448
H 1.87338 -0.17809 -0.10770 -0.1576
H 2.83918 0.93181 -1.05190 0.5059
H -1.82562 0.32141 -2.51420 0.1931
H -0.44372 1.63901 -4.43460 0.3601
H -2.18112 1.60871 -4.28720 0.4942
H -0.54562 -0.22959 -6.08390 0.1091
H -1.46562 1.16581 -6.60910 0.5217
H -2.49192 -1.26749 -6.75860 0.3378
H -3.51922 0.09621 -6.36230 0.2621
H -3.59722 -2.12739 -4.90370 0.4390
H -3.83542 -0.54769 -4.17270 0.3197
H -1.18442 -2.06199 -4.25540 0.3553
H -2.23922 -1.93829 -2.86170 0.4591
Se -1.67352 -4.31299 1.02990 -0.1528
C -2.77522 -5.85149 1.02980 0.0876
N -3.44892 -6.79229 1.03000 -0.5889
S -1.58862 0.97591 1.02990 -0.1346
C -2.39372 2.41871 1.05280 0.2889
N -3.74822 2.53051 0.88220 -0.2385
C -4.25062 3.86911 0.71300 -0.6511
C -3.31712 4.80431 1.45830 -0.5299
S -1.69622 4.00661 1.27510 0.0518
H -4.27352 1.70711 0.61140 0.2949
H -5.27562 3.92311 1.09060 0.3465
H -4.26242 4.08861 -0.36080 0.2807
H -3.56712 4.83871 2.52340 0.2936
H -3.32742 5.81911 1.05300 0.4217
H 2.87308 -1.60919 1.02990 -0.2755
```

Energy: -5307.89356 hartree
Frontier orbital gap: 0.219 Ha
Charge: 0
Lowest unoccupied orbital energy: -0.562 eV

=====

| no. | maximum force (eV/A) |
| --- | --- |
| 1 | 4.01 |
| 2 | 3.64 |